(1)
The following is a DFT calculation (ωB97M-V/def2-TZVPD) of a molecular structure, C11H17N2 at a distorted geometry.

Cartesian coordinates (Å):
C 1.8965 -2.8677 -0.0353
C 0.5687 -3.1121 0.1653
C 2.3098 -1.6371 -0.3916
C -0.4459 -2.1348 -0.0441
C 1.3921 -0.6290 -0.5855
C 0.0503 -0.8374 -0.3406
C 1.8446 0.8704 -0.8370
C 0.5693 1.4872 -1.2739
C -0.8593 0.3136 -0.4965
C -0.3579 0.7476 2.0100
C -1.6834 2.2978 0.6972
N -2.0254 0.1631 -1.2406
N -1.2586 0.9077 0.8861
H 2.5719 -3.7768 0.0409
H 0.3249 -4.1538 0.3323
H 3.3738 -1.4168 -0.6118
H -1.5634 -2.3849 0.1110
H 2.1660 1.4549 -0.1019
H 2.5944 0.8654 -1.5882
H 0.3618 2.4806 -0.8644
H 0.4247 1.4359 -2.3945
H -0.8417 1.3405 2.8917
H -0.2580 -0.2288 2.3510
H 0.6024 1.1524 1.8255
H -2.2223 2.5568 1.6332
H -0.6558 2.6603 0.4925
H -2.4164 2.4270 -0.1608
H -2.3715 -0.8580 -1.2826
H -2.0076 0.4925 -2.2509
H -2.0841 0.3835 1.0636

Cartesian forces (eV/Å) of the 6 atoms listed first:
C 1.03 -2.60 0.32
C -2.56 -0.32 -0.55
C 2.00 1.39 -1.05
C 0.76 -0.40 0.79
C 1.24 1.86 1.42
C -1.29 -1.51 0.02

Output
relative energy (zero: lowest compared OMol25 entry of this formula, charge and spin): 2.9886 eV
net charge: +1
HOMO: -12.755 eV
orbital gap: 10.23 eV


(2)
The following is a DFT calculation (ωB97M-V/def2-TZVPD) of a molecular structure, C4H13INO2 at a distorted geometry.

Cartesian coordinates (Å):
I -0.6241 1.9362 2.7750
C 0.7424 -0.5181 1.0053
C 0.2056 0.3080 -0.1938
C 0.1959 -0.5813 -1.4568
O -0.6408 0.1171 -2.3910
C -0.4474 -0.0509 -3.7664
N -1.0106 0.9963 0.2117
H 0.2243 -1.4671 1.1429
H 0.8377 -0.0413 1.9809
H 1.7946 -0.7570 0.8509
H 0.9583 1.0867 -0.3172
H -0.0750 -1.6083 -1.2120
H 1.2153 -0.5199 -1.8378
H -1.2704 0.2175 -4.4288
H -0.3296 -1.1054 -4.0159
H 0.5753 0.2274 -4.0209
H -1.7206 0.2837 0.3028
H -0.9725 1.3326 1.1633
O 0.2031 -0.3299 4.6936
H -0.0029 0.1361 5.5040
H 0.1414 0.3377 4.0105

Cartesian forces (eV/Å) of the 6 atoms listed first:
I 0.28 3.43 4.79
C 1.27 -0.77 -0.37
C 0.59 0.05 2.37
C -0.18 2.35 -0.15
O -1.14 -0.08 0.02
C 1.41 -2.27 0.51

Output
relative energy (zero: lowest compared OMol25 entry of this formula, charge and spin): 3.2398 eV
net charge: -1
HOMO: -3.394 eV
orbital gap: 6.58 eV


(3)
The following is a DFT calculation (ωB97M-V/def2-TZVPD) of a molecular structure, C33H28CsN7O5.

Cartesian coordinates (Å):
Cs -0.6594 -0.4415 -1.7278
C -3.3081 -0.6718 1.2031
C -2.8060 -1.0627 2.5570
C -3.4888 -0.7262 3.7297
C -2.9306 -1.0661 4.9458
C -1.7174 -1.7378 4.9718
C -1.1124 -2.0512 3.7604
N -1.6511 -1.7195 2.5909
C 0.1905 -2.7815 3.6935
C 0.6374 -3.5884 4.7389
C 1.8529 -4.2360 4.6042
C 2.5782 -4.0772 3.4371
C 2.0466 -3.2647 2.4359
N 0.8905 -2.6309 2.5744
C 2.7457 -3.0885 1.1291
C 3.3900 -4.1595 0.5298
C 3.9767 -3.9634 -0.7128
C 3.8950 -2.7199 -1.2977
C 3.2239 -1.6935 -0.6245
C 3.0401 -0.3604 -1.2919
N 2.6722 -1.8793 0.5679
H -4.3972 -0.6431 1.1630
H -2.9351 -1.4019 0.4852
H -2.9334 0.3224 0.9334
H -4.4275 -0.1909 3.6722
H -3.4281 -0.8005 5.8711
H -1.2445 -1.9867 5.9124
H 0.0361 -3.7237 5.6274
H 2.2292 -4.8656 5.4016
H 3.5369 -4.5597 3.3010
H 3.3879 -5.1343 0.9995
H 4.4583 -4.7850 -1.2286
H 4.2937 -2.5381 -2.2870
H 3.9838 0.0228 -1.6830
H 2.5750 0.3653 -0.6279
H 2.3849 -0.5390 -2.1466
C -0.9005 0.3155 -5.9454
O -1.5810 1.5512 -6.0801
C -1.5975 2.3118 -4.9150
C -1.0706 3.5802 -4.9787
C -1.1084 4.4343 -3.8737
C -1.6718 3.9713 -2.6971
C -2.2108 2.6885 -2.6005
C -2.9095 2.2001 -1.4022
N -2.7451 2.4391 -0.1569
N -1.7744 3.3320 0.2713
C -0.5383 2.9179 0.2159
O -0.0788 1.8248 -0.2347
C 0.4590 3.9106 0.7687
C 1.7386 3.4695 1.0907
C 2.6940 4.3525 1.5767
C 2.3869 5.6976 1.7336
C 1.1119 6.1478 1.4068
C 0.1564 5.2604 0.9334
C -2.2195 1.7925 -3.7294
O -2.7154 0.6146 -3.6733
H -0.9614 -0.1882 -6.9116
H 0.1563 0.4805 -5.6986
H -1.3666 -0.3033 -5.1790
H -0.6266 3.8964 -5.9178
H -0.6885 5.4311 -3.9336
H -1.7052 4.6052 -1.8199
H -3.7085 1.4929 -1.6224
H 1.9576 2.4194 0.9439
H 3.6852 3.9908 1.8281
H 3.1351 6.3909 2.1020
H 0.8653 7.1981 1.5194
H -0.8436 5.5902 0.6834
O 1.0311 -2.6666 -2.8823
N 0.4368 -3.6527 -2.4467
O -0.6324 -3.3823 -1.8133
N -2.3829 -5.2148 -1.2675
C -3.1340 -6.0598 -1.0069
H -1.6285 -4.4619 -1.4956

Cartesian forces (eV/Å) of the 6 atoms listed first:
Cs -0.33 0.39 0.03
C 0.04 -0.14 0.04
C -0.02 0.08 0.01
C 0.05 0.01 0.00
C -0.02 0.01 -0.01
C 0.06 0.00 0.06

Output
relative energy (zero: lowest compared OMol25 entry of this formula, charge and spin): 0.5239 eV
net charge: -2
HOMO: -1.441 eV
orbital gap: 5.22 eV


(4)
The following is a DFT calculation (ωB97M-V/def2-TZVPD) of 3 unconnected molecules or ions with the total composition C22H42NO4 at a distorted geometry.

Cartesian coordinates (Å):
C -4.5484 -1.9700 1.4733
O -3.9082 -3.1816 1.1591
C -3.1699 -3.1961 -0.0473
C -1.7880 -3.7808 0.1898
C -0.9981 -3.0470 1.2851
C 0.2547 -2.3073 0.7840
C 0.6593 -1.0871 1.6359
C 0.5464 0.2863 0.9506
C -0.8057 1.0074 1.0804
C -1.9006 0.6977 0.0355
C -1.4110 0.2833 -1.3338
C -2.4561 -0.1325 -2.3940
C -2.1905 0.7694 -3.6158
C -0.9994 1.5827 -3.2387
C -0.2792 2.5326 -4.1374
C 1.1410 1.9853 -4.3698
C 1.5039 1.4386 -5.6722
O 1.2341 0.5998 -4.4432
N -0.6691 1.3608 -2.0215
H -5.3255 -2.1826 2.2031
H -5.0193 -1.5188 0.5922
H -3.8484 -1.2499 1.9160
H -3.7147 -3.8047 -0.7769
H -3.0898 -2.1820 -0.4598
H -1.2386 -3.7330 -0.7563
H -1.9072 -4.8383 0.4248
H -1.6598 -2.3567 1.8137
H -0.6785 -3.7745 2.0306
H 1.0802 -3.0211 0.8078
H 0.1421 -2.0417 -0.2731
H 0.0746 -1.0706 2.5549
H 1.7068 -1.1953 1.9153
H 1.2907 0.9287 1.4240
H 0.8796 0.1708 -0.0880
H -0.6444 2.0878 1.1105
H -1.2054 0.7462 2.0593
H -2.5144 1.5964 -0.0901
H -2.5861 -0.0756 0.3802
H -0.6953 -0.5299 -1.2265
H -2.2668 -1.1696 -2.6557
H -3.4754 -0.0378 -2.0303
H -2.9885 1.5030 -3.7687
H -2.0046 0.2291 -4.5422
H -0.8135 2.6020 -5.0814
H -0.2332 3.5179 -3.6712
H 1.9315 2.5142 -3.8206
H 2.5315 1.2400 -5.9402
H 0.7461 1.1664 -6.3942
H 0.0770 1.8594 -1.5480
C 1.8915 0.2421 5.4042
C 0.7374 1.0774 4.9144
O -0.1728 0.5911 4.2797
C 0.7722 2.5466 5.2505
H 1.7554 -0.7933 5.1029
H 2.8291 0.6226 4.9940
H 1.9609 0.3016 6.4918
H 1.6752 3.0024 4.8400
H 0.8031 2.6810 6.3330
H -0.1078 3.0420 4.8477
C 5.1505 1.6576 -0.2069
C 4.2030 0.5005 -0.0152
O 3.9808 0.0268 1.0733
C 3.5266 -0.0419 -1.2558
H 5.5669 1.9570 0.7512
H 5.9585 1.3728 -0.8830
H 4.6275 2.5033 -0.6586
H 4.2610 -0.3807 -1.9877
H 2.9310 0.7434 -1.7294
H 2.8841 -0.8739 -0.9753

Cartesian forces (eV/Å) of the 6 atoms listed first:
C -0.01 0.02 -0.07
O -0.01 -0.12 0.05
C -0.01 -0.01 0.04
C 0.02 0.04 -0.04
C 0.03 -0.01 -0.14
C -0.02 -0.13 0.25

Output
net charge: +1
HOMO: -11.601 eV
orbital gap: 8.17 eV


(5)
The following is a DFT calculation (ωB97M-V/def2-TZVPD) of a molecular structure, C3H3HgO2 at a distorted geometry.

Cartesian coordinates (Å):
C 1.1160 0.4595 2.8685
C 2.1074 0.0306 2.0663
H 0.4252 0.0175 3.5866
H 2.2973 -1.0463 1.9427
H 2.8667 0.7164 1.6737
O -0.4948 0.7051 0.9209
C 0.1851 0.3752 0.0235
Hg 1.0406 -0.0151 -2.8796
O 0.4018 0.1173 -1.1068

Cartesian forces (eV/Å) of the 6 atoms listed first:
C 4.57 -5.65 -2.91
C -2.24 3.96 3.42
H -0.80 1.76 0.77
H -0.53 -0.21 0.18
H 0.07 -0.07 -0.13
O 2.49 -0.81 -1.58

Output
multiplicity: 2
relative energy (zero: lowest compared OMol25 entry of this formula, charge and spin): 1.4923 eV
net charge: +2
HOMO (spin up / spin down): -17.832 / -21.418 eV
orbital gap (spin up / spin down): 4.89 / 8.48 eV


(6)
The following is a DFT calculation (ωB97M-V/def2-TZVPD) of a gas-phase ion, C5H7N4 (charge +1) at a distorted geometry.

Cartesian coordinates (Å):
C -2.2916 0.5432 0.0341
C 0.0631 -2.0711 -0.0178
C 0.2565 0.9882 0.1705
C 1.2962 -1.2403 -0.2916
C -1.3633 -0.2256 0.7657
N -2.9885 1.2605 -0.5229
N -0.9861 -1.4885 0.2886
N 1.1942 0.2181 -0.2725
N 0.2915 2.2862 -0.0382
H -0.0457 -3.1650 -0.3103
H 1.9833 -1.4586 0.4166
H 1.6507 -1.6945 -1.1965
H -1.6128 -0.1188 1.7950
H 1.9870 0.6471 -0.7375
H -0.4872 2.7228 0.4535
H 1.0526 2.7965 -0.5365

Cartesian forces (eV/Å) of the 6 atoms listed first:
C -0.93 0.21 -1.11
C 0.17 0.65 -1.08
C -1.44 -1.17 0.64
C -1.89 -0.83 -0.49
C 3.52 -0.45 -2.19
N -0.24 0.22 -0.11

Output
relative energy (zero: lowest compared OMol25 entry of this formula, charge and spin): 2.1283 eV
net charge: +1
HOMO: -14.043 eV
orbital gap: 9.62 eV


(7)
The following is a DFT calculation (ωB97M-V/def2-TZVPD) of 3 unconnected molecules or ions with the total composition C6H16O2 at a distorted geometry.

Cartesian coordinates (Å):
C 1.3095 0.1975 -2.4836
C 1.0070 0.1600 -0.9979
C -0.4852 0.2113 -0.6027
C -1.3767 1.0267 -1.2183
C -2.8114 1.3838 -0.9126
C -0.7217 -0.8389 0.4541
H 1.3833 -0.7134 -3.0692
H 0.6210 0.8786 -3.0426
H 2.2505 0.6147 -2.6710
H 1.4303 1.0439 -0.4139
H 1.6461 -0.6163 -0.6054
H -0.9820 1.7507 -1.9522
H -3.0704 2.3035 -1.4054
H -3.0155 1.3804 0.2779
H -3.6229 0.6715 -1.1875
H -1.7066 -0.8729 0.8001
H -0.6793 -1.8323 -0.0343
H -0.0984 -0.6616 1.2666
H 0.0210 0.2796 4.9167
H -1.2241 -0.0172 4.0363
O -0.8838 0.5419 4.8157
H 3.8127 -1.6971 0.8571
H 3.7785 -3.0254 1.6494
O 3.4184 -2.1690 1.5226

Cartesian forces (eV/Å) of the 6 atoms listed first:
C -1.29 1.33 -1.05
C 0.06 1.87 0.27
C -0.03 -0.74 -0.82
C 1.03 0.22 0.40
C -1.02 -1.72 3.09
C -1.32 -0.17 -2.42

Output
relative energy (zero: lowest compared OMol25 entry of this formula, charge and spin): 1.9773 eV
SMILES string: C/C=C(\C)CC.O.O
HOMO: -8.696 eV
orbital gap: 9.34 eV


(8)
The following is a DFT calculation (ωB97M-V/def2-TZVPD) of a molecular structure, C21H30BN10S2Ti.

Cartesian coordinates (Å):
Ti 0.0013 -0.1268 0.1259
C 0.7382 -2.0297 4.1134
C 0.9935 -1.9228 2.7464
N 0.2367 -0.9792 2.1930
N -0.5150 -0.4575 3.1877
C -0.2227 -1.0643 4.3471
B -1.3073 0.8558 2.9676
N -2.3889 0.6702 1.8858
C -3.7179 0.8084 2.0033
C -4.3079 0.4542 0.8046
C -3.2313 0.1203 -0.0167
N -2.0786 0.2445 0.6383
N -0.2590 1.9240 2.5756
C 0.0923 3.0080 3.2865
C 1.2914 3.4850 2.8028
C 1.6161 2.5927 1.7780
N 0.6837 1.6570 1.6340
H 1.1869 -2.6975 4.8268
H 1.6667 -2.4993 2.1287
H -0.7143 -0.7536 5.2542
H -1.8392 1.1723 3.9943
H -4.1452 1.1333 2.9373
H -5.3554 0.4439 0.5622
H -3.2245 -0.2303 -1.0374
H -0.5304 3.3458 4.0982
H 1.8519 4.3344 3.1498
H 2.4939 2.5868 1.1524
N 2.3164 -0.4571 -0.2426
C 3.1353 0.4731 -1.0632
C 2.4668 0.7802 -2.4064
C 2.0274 2.2282 -2.6023
C 1.0445 2.8112 -1.5888
N -0.0305 1.8849 -1.1746
H 2.6868 -0.4710 0.7049
H 2.4629 -1.4015 -0.5910
H 4.1305 0.0519 -1.2215
H 3.2759 1.3859 -0.4837
H 1.6202 0.1072 -2.5236
H 3.1515 0.5366 -3.2214
H 1.6296 2.3387 -3.6156
H 2.9161 2.8660 -2.5766
H 0.6094 3.7184 -2.0183
H 1.5603 3.1219 -0.6843
H -0.5888 1.6361 -1.9817
H -0.6690 2.3954 -0.5693
C -1.7148 -3.2156 1.6400
C -0.8288 -3.3729 0.4487
N -0.5003 -2.3960 -0.3645
C 0.1346 -2.8808 -1.4918
C 0.4109 -4.2102 -1.4671
S -0.2288 -4.8981 -0.0392
C 0.2008 -1.9830 -2.6497
C 0.7708 -2.2365 -3.8593
S 0.3381 -1.0140 -4.9630
C -0.6360 -0.2709 -3.7706
N -0.5719 -0.8405 -2.5934
C -1.4713 0.9317 -4.0837
H -1.9885 -2.1696 1.7388
H -1.2354 -3.5500 2.5592
H -2.6220 -3.8028 1.4910
H 0.8652 -4.8090 -2.2386
H 1.3892 -3.0718 -4.1436
H -2.0291 0.7877 -5.0079
H -0.8560 1.8258 -4.2060
H -2.1873 1.0948 -3.2793

Cartesian forces (eV/Å) of the 6 atoms listed first:
Ti 0.58 0.39 -0.01
C -0.03 0.06 0.04
C 0.01 -0.05 -0.15
N -0.07 -0.05 0.02
N 0.13 -0.03 -0.13
C -0.07 0.01 0.05

Output
multiplicity: 3
relative energy (zero: lowest compared OMol25 entry of this formula, charge and spin): 0.2726 eV
net charge: +1
HOMO (spin up / spin down): -8.891 / -11.387 eV
orbital gap (spin up / spin down): 6.50 / 8.96 eV